Density functional theory data (wB97M-V/def2-TZVPD) for 2 unconnected molecules or ions with the total composition C11H18.

Geometry as XYZ:
```
29
Properties=species:S:1:pos:R:3
C 1.594 3.614 1.856
C 2.516 2.645 0.909
C 1.662 1.559 0.340
C 1.622 0.432 1.078
C 0.892 -0.625 0.487
C 0.393 -0.549 -0.906
C 0.807 0.467 -1.647
C 1.223 1.627 -1.014
H 1.624 4.677 1.600
H 1.917 3.421 2.796
H 0.599 3.497 1.718
H 2.865 3.316 0.114
H 3.333 2.290 1.499
H 2.158 0.235 2.108
H 0.804 -1.600 1.158
H 0.035 -1.410 -1.293
H 0.481 0.276 -2.727
H 1.215 2.493 -1.568
C -2.726 -1.471 -1.580
C -2.726 -2.493 -0.224
C -1.575 -3.289 0.103
H -3.574 -1.870 -2.171
H -1.913 -1.493 -2.346
H -2.771 -0.433 -1.007
H -2.835 -1.637 0.547
H -3.617 -3.103 -0.414
H -0.801 -2.703 0.682
H -2.083 -4.174 0.635
H -1.120 -3.703 -0.731
```

Calculated values
Lowest unoccupied orbital energy, eV: 0.970
SMILES string: CCc1ccccc1.CCC
Charge: 0
Total energy, eV: -11695.208
Relative energy (zero: lowest compared OMol25 entry of this formula, charge and spin), kcal/mol: 93.91
Gap between HOMO and LUMO, Eh: 0.3528

natural (NBO) atomic charge list, values in e, 2 entries:
1. C -0.597
2. C -0.405

***

Density functional theory data (wB97M-V/def2-TZVPD) for 2 unconnected molecules or ions with the total composition Cl2S3.

Geometry as XYZ:
```
5
Properties=species:S:1:pos:R:3
S 0.049 0.402 -0.858
S 0.528 1.563 -2.302
S 0.431 -3.166 3.063
Cl -0.254 3.551 -1.818
Cl -0.879 -2.237 1.934
```

Calculated values
Lowest unoccupied orbital energy (spin up / spin down), eV: -2.289 / -2.577
Charge: 0
Total energy, eV: -57548.788
Relative energy (zero: lowest compared OMol25 entry of this formula, charge and spin), kcal/mol: 7.72
Gap between HOMO and LUMO (spin up / spin down), Eh: 0.2713 / 0.2467

natural (NBO) atomic charge list, values in e, 2 entries:
1. S -0.061
2. S 0.299

***

Density functional theory data (wB97M-V/def2-TZVPD) for 2 unconnected molecules or ions with the total composition C7H15NSSi.

Geometry as XYZ:
```
25
Properties=species:S:1:pos:R:3
C 1.299 0.717 0.536
C 3.046 -0.079 1.743
C 3.854 0.343 0.463
C -3.404 0.414 -1.125
C -0.544 -0.654 -1.951
C -1.627 -1.437 0.710
C -1.248 1.565 0.389
N 1.594 0.076 1.566
Si -1.627 -0.008 -0.573
S 2.496 0.928 -0.637
H 3.449 -1.069 1.971
H 3.378 0.569 2.597
H 4.444 1.113 0.736
H 4.406 -0.514 0.014
H -4.135 0.289 -0.411
H -3.572 1.446 -1.549
H -3.941 -0.240 -1.929
H -1.093 -0.817 -2.882
H 0.291 0.049 -2.394
H -0.028 -1.574 -1.679
H -1.854 -2.347 0.334
H -0.537 -1.591 1.127
H -2.327 -1.103 1.606
H -1.710 1.599 1.291
H -0.609 2.324 0.047
```

Calculated values
Lowest unoccupied orbital energy, eV: -1.146
Charge: 0
Total energy, eV: -27700.332
Relative energy (zero: lowest compared OMol25 entry of this formula, charge and spin), kcal/mol: 113.48
Gap between HOMO and LUMO, Eh: 0.2514

natural (NBO) atomic charge list, values in e, 2 entries:
1. C 0.047
2. C -0.255

***

Density functional theory data (wB97M-V/def2-TZVPD) for a molecular structure, C32H68NO16.

Geometry as XYZ:
```
117
Properties=species:S:1:pos:R:3
N 27.764 23.962 12.769
H 28.363 23.396 12.173
H 26.948 23.479 12.716
H 27.758 24.913 12.438
H 28.072 24.157 13.712
O 28.858 25.524 10.285
C 28.799 24.717 9.279
O 29.832 24.108 8.590
C 31.207 24.360 8.969
C 32.188 23.725 7.996
C 27.381 24.584 8.686
H 31.420 23.951 10.121
H 31.582 25.394 8.964
H 32.343 22.707 8.203
H 33.236 24.235 8.176
H 31.966 24.294 6.957
H 27.408 23.599 8.649
H 27.134 25.327 7.669
H 26.563 24.829 9.408
O 21.208 18.621 13.459
C 22.433 18.459 13.611
O 23.364 19.470 13.788
C 22.901 20.700 13.555
C 24.120 21.704 13.955
C 23.052 17.121 13.634
H 22.053 20.904 14.256
H 22.635 20.978 12.505
H 24.483 21.255 14.850
H 23.624 22.662 14.015
H 24.751 21.674 13.014
H 23.287 16.862 14.623
H 24.169 17.257 12.900
H 22.583 16.436 12.844
O 30.561 24.448 13.784
C 31.657 24.238 13.305
O 32.392 25.125 12.584
C 31.998 26.418 12.304
C 32.938 27.105 11.389
C 32.231 22.718 13.360
H 32.184 27.016 13.267
H 31.062 26.278 12.105
H 32.965 26.728 10.327
H 33.879 27.242 11.744
H 32.613 28.201 11.104
H 31.432 22.069 13.627
H 33.144 22.835 13.855
H 32.596 22.376 12.448
O 25.419 24.186 15.127
C 25.149 24.608 16.248
O 23.976 24.875 16.761
C 22.744 24.801 15.964
C 21.451 25.127 16.915
C 26.333 24.877 17.202
H 22.580 23.821 15.545
H 22.724 25.648 15.097
H 21.283 24.431 17.761
H 20.527 25.253 16.250
H 21.847 26.025 17.369
H 26.257 23.822 17.798
H 26.094 25.601 18.046
H 27.369 25.029 16.673
O 26.229 22.256 10.708
C 25.228 21.590 10.461
O 23.941 22.020 10.266
C 23.666 23.404 10.411
C 22.227 23.555 9.623
C 25.340 20.082 10.294
H 24.406 23.790 9.755
H 23.627 23.865 11.361
H 21.488 22.951 10.247
H 22.149 23.388 8.591
H 21.916 24.679 9.696
H 25.208 19.806 9.262
H 24.740 19.540 11.077
H 26.305 19.736 10.432
O 25.762 25.820 11.532
C 25.149 26.815 11.920
O 24.984 27.956 11.260
C 25.474 28.010 9.962
C 24.748 29.136 9.306
C 24.299 26.785 13.209
H 25.265 27.182 9.305
H 26.462 28.456 9.971
H 24.928 30.114 9.798
H 23.605 29.214 9.240
H 25.006 29.315 8.224
H 24.917 27.175 14.103
H 24.340 25.897 13.650
H 23.402 27.339 13.235
O 28.165 26.276 14.610
C 29.102 26.939 14.717
O 29.432 28.027 13.783
C 28.590 28.277 12.666
C 29.238 29.311 11.824
C 30.167 27.026 15.952
H 27.693 28.802 13.168
H 28.119 27.350 12.034
H 28.619 29.771 11.019
H 30.127 29.057 11.179
H 29.330 30.256 12.531
H 31.078 26.447 15.733
H 29.576 26.579 16.853
H 30.516 27.904 15.986
O 27.373 21.479 14.236
C 27.631 20.922 15.266
O 27.587 19.563 15.448
C 26.909 18.754 14.522
C 26.845 17.306 15.137
C 28.018 21.580 16.627
H 27.401 18.563 13.535
H 25.880 19.180 14.563
H 27.887 16.796 15.316
H 26.327 16.790 14.379
H 26.292 17.266 16.018
H 28.562 22.436 16.452
H 28.762 20.875 16.962
H 27.226 21.735 17.346
```

Calculated values
Lowest unoccupied orbital energy, eV: -1.631
Charge: +1
Total energy, eV: -68522.680
Relative energy (zero: lowest compared OMol25 entry of this formula, charge and spin), kcal/mol: 11.38
Gap between HOMO and LUMO, Eh: 0.3872

Löwdin atomic charge list, values in e, 2 entries:
1. N 0.350
2. H 0.138

***

charge of number 4 (C32H68NO16)? +1